Computed, not measured: a 14-piece molecular cluster, C5H38N2O14 overall at a distorted geometry, with the ωB97M-V functional and the def2-TZVPD basis.

For the energy above the lowest of the compared OMol25 structures with the same formula, charge and spin, the calculation gives 125.97 kcal per mole. The orbital gap is 8.4156 eV. The HOMO energy comes out at -8.43 eV. Its total energy is -1376.1115 Ha. The molar mass is 350.359 g mol⁻¹.

XYZ file:
```
59
Properties=species:S:1:pos:R:3:mulliken_charge:R:1
C 1.67859 -0.76834 -2.58569 -1.007
O 0.83289 -1.83513 -2.14296 -0.483
C 1.04846 0.55565 -2.09618 1.261
C 1.40592 0.77526 -0.61367 -1.255
C 0.35214 0.33185 0.35396 -0.550
C 0.63884 -0.61846 1.26537 -0.660
N -0.30534 -1.12322 2.11603 0.020
N 1.60177 1.65343 -2.91483 -0.575
H 2.53653 -0.96394 -1.93644 0.269
H 1.91163 -0.91663 -3.64295 0.331
H -0.03207 0.62103 -2.22310 0.026
H 2.23816 0.10768 -0.31846 0.431
H 1.60632 1.84567 -0.44052 0.215
H -0.59172 0.84402 0.37035 0.597
H 1.55077 -1.18223 1.37218 0.755
H -0.13218 -1.83431 2.80905 0.430
H -1.25626 -1.09828 1.74710 -0.217
H 2.13648 2.32026 -2.39091 0.185
H -0.05124 -1.85430 -2.52025 0.274
H 1.84792 1.45673 -3.86135 0.206
H 3.70234 -0.33371 3.40060 0.274
H 3.08882 0.40863 2.21280 0.279
O 3.00456 -0.39893 2.74342 -0.541
H 1.75208 -1.59803 3.58630 0.377
H 2.13272 -3.04454 3.08567 0.300
O 1.77706 -2.53386 3.81721 -0.660
H -1.45254 2.21432 -0.15300 0.325
H -1.73312 3.02740 -1.37018 0.333
O -0.99286 2.70008 -0.84664 -0.727
H -1.44802 -4.55310 0.82270 0.272
H -1.33259 -2.98924 0.58745 0.465
O -1.29291 -3.70306 1.23688 -0.645
H 2.02681 -3.34171 -0.23938 0.306
H 1.55136 -2.65665 0.89819 0.491
O 2.28929 -3.26118 0.69463 -0.627
H -2.01565 -0.77219 -4.48601 0.273
H -3.10492 -0.17394 -3.56331 0.294
O -2.44624 -0.87119 -3.63403 -0.586
H 0.45478 3.33409 0.76985 0.377
H 0.00265 2.15081 1.53330 0.389
O 0.45440 3.00461 1.67885 -0.838
H -1.98901 2.29947 3.51989 0.270
H -1.98257 0.98610 2.60671 0.298
O -2.27167 1.89806 2.70485 -0.648
H -0.99146 -1.30624 -1.03083 0.394
H -2.38103 -1.92428 -1.65267 0.183
O -1.72825 -1.93328 -0.94201 -0.651
H 2.39410 2.52285 1.67549 0.466
H 3.69768 2.07955 0.91372 0.322
O 3.32462 2.34193 1.75864 -0.752
H -3.66329 0.91587 0.53483 0.346
H -3.96048 1.92358 1.52753 0.345
O -4.26013 1.67321 0.64164 -0.710
H -2.25068 -1.13336 0.39823 0.228
H -3.44726 -1.12410 1.35742 0.199
O -2.79391 -0.52052 0.97944 -0.713
H -1.09357 2.37612 -2.67052 0.285
H -0.58919 1.95186 -3.92880 0.382
O -1.44952 2.04781 -3.51561 -0.630
```

Computed, not measured: a 14-piece molecular cluster, C5H38NO13 overall at a distorted geometry, with the ωB97M-V functional and the def2-TZVPD basis.

The charge is +1. For the energy above the lowest of the compared OMol25 structures with the same formula, charge and spin, the calculation gives 70.26 kcal per mole. The orbital gap is 10.8607 eV. The HOMO energy comes out at -13.59 eV. Its total energy is -1245.8640 Ha. The molar mass is 320.353 g mol⁻¹.

XYZ file:
```
57
Properties=species:S:1:pos:R:3:mulliken_charge:R:1
C -0.91238 1.62353 -0.64419 -1.414
C -0.49186 0.30888 0.04794 0.319
N 0.48308 -0.57796 -0.59485 0.409
C 1.32095 -1.29516 0.36828 -0.495
C 1.05132 -0.62405 1.80717 -0.962
C 0.13622 0.60382 1.50791 -0.361
H -1.40669 2.16254 0.21950 0.204
H -1.71560 1.56114 -1.37798 0.231
H -0.03311 1.93704 -1.19484 0.469
H -1.45098 -0.20124 0.18314 -0.076
H 0.93774 0.01068 -1.32801 0.447
H 0.16746 -1.23715 -1.27753 0.240
H 1.07671 -2.39507 0.34842 0.247
H 2.41727 -1.01710 0.02939 0.268
H 0.78108 -1.16120 2.63463 0.778
H 2.05607 -0.19990 2.12504 0.224
H 0.75798 1.49067 1.47284 0.598
H -0.45307 0.81554 2.41631 0.004
H -3.19743 -1.48944 -1.96993 0.272
H -3.67263 -2.24118 -2.90631 0.316
O -2.82829 -2.28365 -2.42003 -0.565
H -2.23889 2.28424 3.85151 0.328
H -2.17815 3.26183 2.74938 0.302
O -1.59188 2.57817 3.17299 -0.628
H -4.61791 0.45163 -2.53968 0.283
H -5.19212 0.11220 -1.19589 0.275
O -4.63869 -0.23894 -1.89831 -0.606
H 2.78752 2.12981 -0.87031 0.246
H 3.79996 1.01082 -0.87168 0.390
O 2.95154 1.28099 -1.26320 -0.594
H 2.69712 1.83744 3.33020 0.418
H 4.18161 2.37153 3.26678 0.286
O 3.42691 2.14912 2.73148 -0.702
H 1.61246 2.40912 5.20061 0.339
H 0.74784 2.03252 4.15512 0.271
O 1.63069 1.73693 4.45372 -0.632
H -0.95740 0.08236 -4.71321 0.303
H -1.67353 1.44720 -4.64539 0.266
O -1.16003 0.76036 -4.06545 -0.520
H -1.54397 -1.56847 1.70388 0.194
H -2.99457 -1.91669 1.62634 0.361
O -2.16995 -2.29426 1.86746 -0.741
H -1.37734 -2.60063 0.07336 0.367
H -1.06833 -3.23340 -1.38460 0.249
O -0.70932 -2.83340 -0.56752 -0.627
H -4.24467 0.58285 1.50462 0.239
H -2.65041 0.68792 1.57254 0.255
O -3.42955 0.14681 1.42833 -0.563
H 3.41403 -0.72931 -2.26921 0.266
H 2.43019 -1.84946 -2.85242 0.303
O 2.45636 -1.07212 -2.20952 -0.683
H -0.35012 -1.77969 -3.67296 0.310
H 1.08100 -0.90760 -3.23076 0.560
O 0.57787 -1.43684 -3.96910 -0.729
H 3.95202 0.85371 1.33614 0.420
H 5.33265 1.45391 0.68222 0.289
O 4.63953 0.77221 0.68007 -0.649
```

Computed, not measured: a 13-piece molecular cluster, C5H39N2O12 overall at a distorted geometry, with the ωB97M-V functional and the def2-TZVPD basis.

The charge is +1. For the energy above the lowest of the compared OMol25 structures with the same formula, charge and spin, the calculation gives 58.02 kcal per mole. The orbital gap is 9.6907 eV. The HOMO energy comes out at -12.15 eV. Its total energy is -1226.0417 Ha. The molar mass is 319.369 g mol⁻¹.

XYZ file:
```
58
Properties=species:S:1:pos:R:3:mulliken_charge:R:1
C -0.12828 -0.67943 -0.07535 -0.127
N 0.39938 0.61970 0.43228 0.574
C -0.47802 1.28350 1.41069 -1.133
C 0.86657 -1.24621 -1.11000 0.096
N 2.13664 -1.42966 -0.34587 0.139
C 3.31412 -1.70105 -1.17841 -0.986
C 0.29524 -2.60175 -1.45377 -1.612
H -1.14449 -0.59192 -0.42784 -0.270
H -0.17772 -1.26969 0.84414 0.286
H 0.55491 1.30620 -0.29078 0.161
H -0.24910 2.33608 1.34356 0.514
H -1.55445 1.11946 1.28408 -0.278
H -0.29007 0.82386 2.38754 0.430
H 1.03267 -0.43336 -1.80881 0.842
H 1.92832 -2.17452 0.33102 0.417
H 2.29740 -0.58049 0.23284 0.150
H 3.07372 -2.63745 -1.71477 0.406
H 3.44565 -1.03235 -2.02095 0.372
H 4.15883 -2.06219 -0.59498 0.377
H -0.77242 -2.53107 -1.66328 0.353
H 0.66890 -3.01546 -2.41014 0.358
H 0.34069 -3.40247 -0.72916 0.385
H -2.64475 -0.38655 -1.81810 0.260
H -3.53888 -1.36723 -2.60253 0.283
O -2.63308 -1.04555 -2.52303 -0.584
H -3.66074 2.01878 -0.78404 0.322
H -2.31362 2.21034 -0.13410 0.264
O -2.71929 2.06821 -1.00054 -0.621
H -1.40042 -1.37872 2.60758 0.200
H -1.98044 -0.89625 3.93696 0.268
O -1.76727 -0.59050 3.04494 -0.632
H -1.60585 4.78358 -0.01178 0.268
H -0.70323 4.65787 1.16285 0.301
O -1.19008 4.10281 0.53729 -0.559
H 0.72015 -2.24035 3.17095 0.298
H 0.17352 -3.61289 2.76379 0.314
O 0.86864 -2.97528 2.56800 -0.608
H -3.10655 -0.41642 2.13292 0.426
H -3.65723 0.75992 1.26361 0.267
O -3.88304 -0.10633 1.59897 -0.704
H 3.21752 1.99218 0.54685 0.320
H 4.51067 2.64794 0.05284 0.325
O 3.88867 2.63711 0.78969 -0.665
H -3.28302 -2.22042 1.50965 0.310
H -2.48199 -3.20763 0.49676 0.257
O -2.48076 -2.71221 1.31420 -0.564
H -0.75586 1.34007 -2.34338 0.224
H 0.02542 2.57455 -2.67915 0.342
O 0.14448 1.69525 -2.29691 -0.704
H 0.61907 3.32375 -0.20769 0.201
H 1.75468 3.98397 0.45707 0.382
O 1.59639 3.29753 -0.20607 -0.586
H -1.10688 -1.11000 -3.79858 0.374
H -0.09480 -0.02464 -3.56099 0.320
O -0.19948 -0.85162 -4.04032 -0.676
H 4.07355 0.53445 1.79700 0.308
H 2.58348 0.47546 2.07653 0.287
O 3.31254 -0.06092 1.73669 -0.672
```

Computed, not measured: a 13-piece molecular cluster, C5H39N2O13 overall at a distorted geometry, with the ωB97M-V functional and the def2-TZVPD basis.

The charge is +2. For the energy above the lowest of the compared OMol25 structures with the same formula, charge and spin, the calculation gives 176.16 kcal per mole. The orbital gap (alpha / beta) is 10.7056 / 5.4163 eV. The HOMO energy (alpha / beta) comes out at -16.06 / -16.06 eV. As for the expectation value of S²: 0.75. Its total energy is -1300.7183 Ha. The spin multiplicity is 2. The molar mass is 335.368 g mol⁻¹.

XYZ file:
```
59
Properties=species:S:1:pos:R:3:mulliken_charge:R:1
C 0.96082 0.86578 -0.26651 -0.071
N 2.33615 0.45907 -0.12057 0.444
C 2.95246 -0.56874 -0.98308 -0.748
C 2.77703 -2.04106 -0.52094 -0.208
C 1.89905 -2.80359 -1.55369 -0.701
O 0.77334 -1.88609 -1.79028 -0.291
C 0.24887 0.58055 1.07721 -0.375
N 0.21976 -0.83660 1.46468 0.844
H 0.51446 0.21182 -1.08083 -0.735
H 0.76528 1.79683 -0.59993 0.655
H 2.59363 0.08442 0.75765 0.264
H 4.03932 -0.29258 -1.04917 0.511
H 2.62190 -0.53670 -2.05476 0.348
H 2.22579 -2.03953 0.44543 0.320
H 3.73370 -2.39263 -0.45450 0.437
H 2.34095 -2.97488 -2.72550 0.280
H 1.65660 -3.73288 -1.07528 0.491
H 0.18472 -1.81007 -1.08378 -0.030
H -0.86439 0.78025 0.90670 0.358
H 0.49832 1.31006 1.90648 0.044
H -0.64163 -1.08245 2.06507 0.489
H 0.27233 -1.39628 0.64430 -0.631
H 1.04315 -1.06524 2.06965 0.618
H -3.23327 -2.31871 2.01705 0.307
H -2.84491 -1.63806 0.93143 0.233
O -2.56166 -1.72540 1.80948 -0.556
H 1.37169 3.45010 -0.04119 0.328
H 0.42653 4.66358 -0.29066 0.336
O 0.88535 4.16300 0.43795 -0.702
H -1.86380 2.96289 -1.90473 0.318
H -1.22353 2.04987 -0.81740 0.247
O -1.03563 2.87781 -1.44642 -0.571
H -0.14608 -2.06582 -2.98184 0.257
H -1.07973 -3.08772 -3.46120 0.320
O -0.93463 -2.20449 -3.61891 -0.749
H -0.02751 -3.72660 -0.26891 0.118
H -1.40118 -4.12268 0.11549 0.313
O -0.79151 -3.44364 0.20469 -0.464
H -1.19856 3.52961 2.68630 0.209
H 0.16027 3.81023 2.07545 0.359
O -0.32745 3.48852 2.68481 -0.465
H 0.08326 0.17900 -3.19071 0.190
H 0.02130 1.65896 -2.93055 0.314
O -0.47142 0.90149 -2.92369 -0.444
H -4.16865 0.63714 -1.57781 0.264
H -3.16130 1.32273 -2.31930 0.292
O -3.33074 1.03889 -1.41659 -0.646
H 3.45912 -1.05868 2.73612 0.257
H 2.49797 0.12039 3.29387 0.224
O 2.67798 -0.52870 2.71769 -0.570
H -3.12259 3.57780 1.00525 0.315
H -3.38431 2.14674 1.59158 0.205
O -2.82798 2.75324 1.49170 -0.516
H -0.03107 1.09520 4.06165 0.290
H 1.20430 2.08798 4.03220 0.303
O 0.88425 1.21941 3.72603 -0.632
H -2.58321 -0.67441 -1.29602 0.392
H -2.41543 -2.13521 -1.94667 0.229
O -2.65749 -1.63393 -1.16449 -0.616
```